# 1
Entry from OMol25: a structure of composition C12H30F2MnN2O4 (wB97M-V/def2-TZVPD).

Computed properties:
<S²> = 8.752
Total energy = -60856.450 eV
LUMO (alpha / beta) = 0.8413 / 0.8348 eV
Frontier orbital gap (alpha / beta) = 7.53 / 10.09 eV
Relative energy (zero: lowest compared OMol25 entry of this formula, charge and spin) = 0.00 kcal per mole
Max |F| = 1.203 eV Å⁻¹
Molecular weight = 359.32 g/mol

ORCA input file:
```
! wB97M-V def2-TZVPD RIJCOSX def2/J DEFGRID3
* xyz 0 6
Mn -0.06 -0.04 -0.16
F -1.16 -0.71 -1.74
F 0.80 0.68 1.50
C 1.99 -0.91 -2.59
O 1.60 0.06 -1.64
C 2.11 1.35 -1.88
C 1.40 2.34 -0.99
N -0.07 2.12 -0.96
C -0.71 3.11 -0.10
C -0.75 4.51 -0.71
O -1.13 4.38 -2.06
C -1.53 5.59 -2.64
H 1.48 -1.84 -2.35
H 3.07 -1.06 -2.56
H 1.69 -0.59 -3.59
H 1.99 1.59 -2.94
H 3.19 1.41 -1.67
H 1.63 3.34 -1.37
H 1.76 2.28 0.04
H -0.43 2.32 -1.89
H -0.23 3.17 0.88
H -1.75 2.81 0.02
H 0.25 4.97 -0.67
H -1.44 5.16 -0.16
H -2.54 5.90 -2.33
H -1.54 5.47 -3.72
H -0.86 6.42 -2.38
C -3.22 0.26 0.77
O -1.97 -0.34 0.96
C -1.93 -1.28 2.00
C -0.59 -2.00 2.03
N 0.01 -2.12 0.68
C 1.30 -2.83 0.72
C 1.28 -4.25 1.20
O 1.31 -4.31 2.60
C 1.36 -5.62 3.11
H -3.53 0.81 1.66
H -3.98 -0.50 0.55
H -3.13 0.95 -0.07
H -2.77 -1.98 1.89
H -2.05 -0.75 2.96
H -0.81 -3.01 2.40
H 0.12 -1.54 2.71
H -0.61 -2.74 0.15
H 2.01 -2.25 1.32
H 1.70 -2.86 -0.30
H 2.17 -4.75 0.77
H 0.42 -4.78 0.76
H 2.00 -5.63 3.99
H 1.77 -6.33 2.38
H 0.37 -5.97 3.42
*
```


# 2
Entry from OMol25: a cluster of 3 separate species, C2H10N3O in total (wB97M-V/def2-TZVPD).

Computed properties:
Total energy = -8742.537 eV
LUMO (alpha / beta) = -4.0633 / -4.0632 eV
Frontier orbital gap (alpha / beta) = 7.83 / 7.83 eV
Relative energy (zero: lowest compared OMol25 entry of this formula, charge and spin) = 152.31 kcal per mole
Max |F| = 5.709 eV Å⁻¹
Molecular weight = 92.12 g/mol

ORCA input file:
```
! wB97M-V def2-TZVPD RIJCOSX def2/J DEFGRID3
* xyz 1 1
C 3.51 -0.38 -1.36
C -1.52 -1.53 -0.37
N -0.78 -0.52 0.06
N 2.03 0.19 0.33
N -2.49 1.26 1.05
O 3.27 0.23 -0.30
H 4.46 0.01 -1.74
H 2.75 -0.89 -1.97
H -1.19 -2.46 -0.74
H -2.58 -1.13 -0.41
H -1.45 0.27 0.67
H 0.24 -0.53 0.10
H 2.10 0.73 1.20
H -2.18 1.99 1.70
H -2.78 1.78 0.23
H -3.40 0.97 1.55
*
```


# 3
Entry from OMol25: an isolated molecule of C4H5NO2 (wB97M-V/def2-TZVPD).

Computed properties:
Total energy = -9811.104 eV
LUMO = -0.5422 eV
Frontier orbital gap = 9.53 eV
Relative energy (zero: lowest compared OMol25 entry of this formula, charge and spin) = 74.04 kcal per mole
Max |F| = 6.565 eV Å⁻¹
Molecular weight = 99.09 g/mol

ORCA input file:
```
! wB97M-V def2-TZVPD RIJCOSX def2/J DEFGRID3
* xyz 0 1
C 1.18 -1.10 -1.14
C 0.74 -1.56 0.19
C -0.40 -0.63 0.86
O -1.23 -0.93 1.67
N -0.64 0.45 0.05
C 0.26 1.21 -0.52
O 0.01 2.37 -0.94
H 1.88 -1.80 -1.63
H 0.48 -0.26 -1.79
H 1.44 -2.06 0.82
H -1.58 0.95 0.27
H 1.34 0.99 -0.32
*
```